Below is an isolated molecule of C3H4N4, with properties calculated with wB97M-V/def2-TZVPD.

Summary:
- max |F| (Eh/bohr) = 0.0072
- 2S+1 = 1
- calculated total energy (Eh) = -335.7029
- net charge = 0
- structure (SMILES) = Nc1cncnn1
- ΔE to the lowest compared entry with this formula, charge and spin (kcal per mole) = 44.2
- E_LUMO (eV) = 0.188

Structure (XYZ):
```
11
Properties=species:S:1:pos:R:3:forces:R:3:lowdin_charge:R:1
N -1.718192 0.628633 -0.853547 -0.026 -0.042 -0.069 0.104
C -0.583727 0.001161 -0.362990 0.260 -0.006 0.072 -0.388
C -0.382377 -0.284041 1.007122 0.056 -0.048 -0.117 -0.079
N 0.846755 -0.440920 1.451843 -0.107 0.093 -0.339 0.089
C 1.797563 -0.449339 0.505925 0.057 -0.144 -0.013 -0.226
N 1.575867 -0.590124 -0.791693 0.011 0.174 0.169 0.027
N 0.351010 -0.347457 -1.237406 0.012 0.258 0.253 0.067
H -1.901098 1.505035 -0.375974 -0.165 -0.272 -0.017 0.096
H -1.608440 0.788984 -1.850920 -0.118 -0.036 0.128 0.092
H -1.212857 -0.438128 1.696237 0.128 0.321 -0.109 0.116
H 2.835497 -0.373805 0.811401 -0.108 -0.297 0.043 0.102
```
Forces are in eV/Å.

Below is an isolated molecule of C2H5NO2 in a non-equilibrium geometry, with properties calculated with wB97M-V/def2-TZVPD.

Summary:
- max |F| (Eh/bohr) = 0.0258
- 2S+1 = 1
- calculated total energy (Eh) = -284.3653
- net charge = 0
- structure (SMILES) = CO/N=C/O
- ΔE to the lowest compared entry with this formula, charge and spin (kcal per mole) = 64.1
- E_LUMO (eV) = 0.992

Structure (XYZ):
```
10
Properties=species:S:1:pos:R:3:forces:R:3:lowdin_charge:R:1
C -1.794394 -0.323869 0.041085 0.056 -0.080 -0.093 -0.110
O -0.588003 0.055226 0.692856 -0.589 0.074 -0.004 -0.221
N 0.408111 0.229976 -0.279659 0.709 -0.145 1.113 0.040
C 1.545889 0.246338 0.305149 -0.563 -0.060 -0.423 -0.251
O 2.646074 0.417386 -0.434606 0.355 0.126 -0.255 0.035
H -2.055613 0.393273 -0.743406 0.081 -0.094 0.049 0.078
H -2.596990 -0.344975 0.782732 0.309 0.073 0.062 0.084
H -1.681545 -1.325159 -0.385364 -0.085 0.086 -0.090 0.078
H 1.754956 0.127067 1.378980 -0.364 0.049 -0.536 0.151
H 2.361516 0.524736 -1.357767 0.090 -0.029 0.176 0.115
```
Forces are in eV/Å.

Below is a structure of composition C3H13NO3 in a non-equilibrium geometry, with properties calculated with wB97M-V/def2-TZVPD.

Summary:
- max |F| (Eh/bohr) = 0.0926
- 2S+1 = 1
- calculated total energy (Eh) = -402.3383
- net charge = 0
- ΔE to the lowest compared entry with this formula, charge and spin (kcal per mole) = 151.9
- E_LUMO (eV) = -3.673

Structure (XYZ):
```
20
Properties=species:S:1:pos:R:3:forces:R:3:lowdin_charge:R:1
C -0.810120 0.801628 1.694305 0.445 1.131 0.658 -0.089
C 0.010993 0.214855 0.569697 0.184 -1.134 -1.168 -0.229
C -0.390189 0.798417 -0.798550 -3.026 1.063 3.521 -0.231
N -1.591557 0.384957 -1.198910 0.955 1.017 -1.836 0.211
H -0.560030 0.300376 2.626685 0.023 -0.378 -0.070 0.087
H -0.510354 1.836578 1.906437 -0.180 0.067 -0.268 0.078
H -1.888439 0.753796 1.580620 0.017 -0.180 -0.261 0.064
H 1.073237 0.373082 0.623126 0.088 0.160 0.686 0.072
H 0.353453 0.329232 -1.668564 3.064 -1.290 -0.156 0.217
H -2.164842 -0.443571 -0.595488 -0.809 -2.650 1.876 -0.024
H -2.199129 0.964203 -1.788702 0.575 0.279 0.097 0.143
H 2.683911 -0.327553 -0.031027 0.193 -0.343 0.637 -0.042
H 3.967672 -0.148809 0.801157 0.070 -0.028 0.157 0.025
O 3.083796 -0.520859 0.865603 0.155 0.224 -0.349 -0.106
H -0.274821 1.872733 -0.651324 0.471 0.466 -1.465 0.152
H -0.167420 -0.849008 0.534127 0.121 -0.417 0.038 0.114
O -2.592208 -1.231243 0.283613 0.010 1.033 -1.226 -0.222
H 2.458348 -0.509934 -2.100819 -0.446 0.129 -0.575 0.013
H -3.427061 -1.573986 -0.066101 0.116 0.026 0.189 -0.011
O 1.890287 -0.223938 -1.376217 -2.027 0.825 -0.485 -0.222
```
Forces are in eV/Å.

Number 1: gap between HOMO and LUMO 9.6 eV. Number 2: gap between HOMO and LUMO 10.0 eV. Number 3: gap between HOMO and LUMO 6.0 eV.